Record 1
{"formula": "C18H25As2Cl2N3O3RuS2", "method": "ωB97M-V/def2-TZVPD", "de_lowest_kcal_mol": 3.81, "s2": 6.03, "spin_multiplicity": 5, "total_charge": 2, "elements": ["Ru", "Cl", "C", "C", "C", "C", "C", "Cl", "C", "S", "H", "H", "H", "C", "As", "C", "C", "C", "C", "C", "C", "C", "As", "C", "C", "H", "H", "H", "H", "H", "H", "H", "H", "H", "H", "H", "H", "H", "H", "H", "H", "C", "N", "C", "N", "S", "H", "H", "H", "H", "H", "H", "O", "N", "O", "O"], "positions_angstrom": [[-1.0902, -0.0811, -0.2326], [-1.8520, 2.2054, -1.1347], [-1.7917, 3.2025, 0.3076], [-2.2126, 4.5099, 0.1917], [-2.1613, 5.3176, 1.3195], [-1.6918, 4.8188, 2.5232], [-1.2770, 3.5001, 2.6120], [-0.6977, 2.9050, 4.1203], [-1.3240, 2.6499, 1.4979], [-0.8289, 0.9731, 1.6783], [-2.5785, 4.8883, -0.7521], [-2.4923, 6.3448, 1.2564], [-1.6461, 5.4455, 3.4022], [-3.8847, -1.1762, 2.0940], [-2.3297, -1.7715, 1.1208], [-2.9440, -3.2475, 0.0269], [-1.1023, -2.5585, 2.3849], [-1.6053, -3.2628, 3.4739], [-0.7412, -3.8813, 4.3652], [0.6276, -3.7996, 4.1679], [1.1306, -3.1024, 3.0807], [0.2753, -2.4749, 2.1818], [1.0016, -1.5236, 0.6562], [1.7044, -2.9343, -0.4748], [2.5905, -0.6619, 1.3528], [-3.5787, -0.4554, 2.8502], [-4.3774, -2.0261, 2.5635], [-4.5717, -0.7043, 1.3944], [-3.2598, -4.0803, 0.6533], [-2.1338, -3.5638, -0.6283], [-3.7797, -2.9093, -0.5845], [-2.6736, -3.3356, 3.6406], [-1.1383, -4.4250, 5.2114], [1.3061, -4.2771, 4.8619], [2.2039, -3.0526, 2.9412], [2.4419, -3.5247, 0.0676], [2.1769, -2.4825, -1.3462], [0.8949, -3.5838, -0.8026], [3.2829, -1.3991, 1.7557], [2.3025, 0.0388, 2.1333], [3.0736, -0.1232, 0.5393], [4.1971, 2.9887, -5.8428], [2.9935, 3.1999, -5.0411], [2.2650, 2.2205, -4.5478], [2.6415, 0.9604, -4.6157], [0.7291, 2.6049, -3.8127], [4.5414, 3.9523, -6.2028], [3.9761, 2.3511, -6.6996], [4.9854, 2.5437, -5.2346], [2.6790, 4.1431, -4.8722], [3.5577, 0.7007, -4.9484], [1.9992, 0.2348, -4.2988], [0.5308, -0.9175, -3.6817], [0.0604, -0.5752, -2.6191], [0.5880, 0.3240, -1.8930], [-0.9925, -1.1128, -2.1602]], "forces_ev_per_angstrom": [[0.32, 0.14, -0.16], [0.06, -0.20, 0.04], [0.03, 0.02, 0.10], [0.01, -0.01, 0.03], [0.00, 0.01, -0.01], [0.01, -0.02, -0.01], [-0.01, 0.00, -0.03], [0.00, 0.00, 0.03], [-0.04, 0.04, -0.08], [-0.14, 0.15, 0.22], [0.00, 0.00, 0.00], [0.00, 0.00, 0.00], [0.00, 0.00, 0.01], [0.05, -0.01, 0.11], [-0.09, -0.25, -0.27], [-0.01, 0.04, -0.01], [-0.09, 0.03, -0.02], [-0.07, -0.01, 0.04], [-0.06, 0.02, -0.01], [0.04, -0.01, 0.02], [0.10, 0.01, 0.01], [0.10, -0.03, -0.03], [-0.12, -0.01, 0.05], [0.02, 0.00, -0.04], [-0.01, -0.01, -0.03], [0.00, -0.02, -0.01], [0.01, 0.01, 0.00], [0.01, -0.01, -0.02], [0.02, 0.03, 0.03], [-0.01, -0.01, 0.03], [0.01, 0.00, 0.01], [0.01, 0.01, -0.01], [-0.01, 0.00, 0.00], [0.00, -0.01, -0.01], [-0.01, 0.00, 0.00], [-0.02, 0.03, 0.04], [0.00, -0.01, -0.01], [-0.02, 0.03, 0.00], [-0.02, -0.01, -0.01], [-0.01, 0.01, 0.00], [-0.01, 0.01, 0.01], [0.02, -0.01, 0.01], [-0.05, 0.05, -0.04], [-0.13, -0.05, 0.05], [-0.10, -0.02, 0.07], [0.15, 0.03, -0.04], [0.00, 0.00, -0.01], [0.00, 0.01, 0.01], [0.02, 0.01, -0.01], [0.02, 0.00, 0.01], [-0.02, -0.01, -0.02], [0.04, -0.06, -0.04], [0.02, 0.15, 0.14], [0.13, 0.02, -0.12], [-0.11, -0.12, -0.36], [-0.05, 0.05, 0.36]]}


Record 2
{"formula": "C18H25AsCaN3O2Si2", "method": "ωB97M-V/def2-TZVPD", "de_lowest_kcal_mol": 0.00, "total_charge": -1, "elements": ["Ca", "C", "C", "O", "C", "C", "C", "C", "C", "C", "O", "H", "H", "H", "H", "H", "H", "H", "C", "Si", "C", "C", "As", "Si", "C", "C", "C", "H", "H", "H", "H", "H", "H", "H", "H", "H", "H", "H", "H", "H", "H", "H", "H", "H", "H", "N", "C", "C", "C", "N", "C", "N"], "positions_angstrom": [[0.7356, -0.0719, -0.4909], [5.3343, 0.6357, -0.4809], [3.8662, 1.0142, -0.4080], [3.0580, 0.0877, -0.2807], [3.4764, 2.4117, -0.4757], [4.4626, 3.3925, -0.7164], [4.1666, 4.7284, -0.7855], [2.8362, 5.1340, -0.5967], [1.8481, 4.2233, -0.3461], [2.1162, 2.8217, -0.2778], [1.1528, 2.0083, -0.0440], [5.4109, -0.4456, -0.4064], [5.8960, 1.1015, 0.3295], [5.7775, 0.9690, -1.4194], [5.4886, 3.0816, -0.8581], [4.9406, 5.4584, -0.9809], [2.5830, 6.1871, -0.6489], [0.8221, 4.5308, -0.1955], [-2.5120, 0.9940, 2.1151], [-2.9894, 1.2732, 0.2946], [-4.8894, 1.2521, 0.2441], [-2.4578, 3.0329, -0.1610], [-2.0269, -0.1781, -1.2361], [-2.4301, -2.2251, -0.2080], [-1.4335, -2.5395, 1.3932], [-4.2380, -2.4924, 0.2950], [-1.9772, -3.5827, -1.4416], [-2.9600, 1.7677, 2.7466], [-1.4307, 1.0347, 2.2650], [-2.8623, 0.0263, 2.4816], [-5.2991, 1.9828, 0.9474], [-5.2971, 0.2721, 0.4969], [-5.2422, 1.5083, -0.7567], [-3.0089, 3.7710, 0.4300], [-2.6453, 3.2358, -1.2175], [-1.3912, 3.1630, 0.0196], [-1.9563, -2.1118, 2.2540], [-0.4169, -2.1319, 1.3947], [-1.3278, -3.6138, 1.5687], [-4.5166, -1.8713, 1.1485], [-4.3880, -3.5369, 0.5831], [-4.9197, -2.2649, -0.5254], [-1.0111, -3.3934, -1.9136], [-2.7280, -3.6280, -2.2333], [-1.9281, -4.5599, -0.9562], [1.2930, -2.3531, -0.9521], [1.6363, -3.4008, -0.5824], [2.0451, -4.6453, -0.1424], [3.4110, -4.8693, 0.1104], [4.5353, -5.0452, 0.3099], [1.0894, -5.6558, 0.0686], [0.3019, -6.4828, 0.2417]], "forces_ev_per_angstrom": [[0.03, -0.24, 0.08], [-0.12, 0.02, 0.03], [0.14, 0.03, 0.06], [0.03, -0.07, -0.12], [0.01, 0.07, 0.00], [0.00, 0.08, -0.01], [0.11, -0.03, -0.01], [-0.13, 0.02, 0.03], [0.07, -0.11, 0.02], [0.03, 0.08, 0.03], [0.02, 0.26, -0.04], [0.00, 0.01, 0.00], [-0.01, 0.00, 0.01], [-0.01, -0.02, -0.03], [0.01, -0.01, 0.00], [0.01, -0.02, 0.00], [0.02, 0.00, 0.00], [-0.03, 0.00, 0.00], [-0.09, 0.07, -0.11], [-0.06, 0.02, 0.08], [0.20, 0.00, 0.00], [-0.12, -0.14, 0.06], [-0.36, -0.01, -0.07], [0.15, -0.08, 0.12], [-0.09, 0.02, -0.05], [0.14, -0.04, -0.02], [-0.06, 0.14, 0.04], [-0.02, 0.02, 0.00], [0.02, 0.00, -0.05], [0.00, 0.00, -0.05], [0.00, 0.02, 0.02], [0.04, -0.01, 0.00], [0.02, 0.00, -0.02], [0.02, 0.00, 0.01], [-0.02, -0.03, -0.01], [0.09, 0.00, 0.02], [0.05, 0.01, -0.04], [-0.06, -0.01, -0.08], [-0.04, -0.04, 0.00], [0.02, 0.04, 0.01], [0.00, -0.02, 0.02], [0.02, 0.02, -0.04], [-0.03, 0.02, 0.04], [-0.02, 0.01, -0.02], [-0.01, -0.02, 0.03], [0.10, -0.15, 0.11], [-0.12, 0.36, -0.15], [-0.01, 0.07, -0.02], [0.37, -0.08, 0.04], [-0.04, 0.01, 0.01], [-0.25, -0.27, 0.05], [0.01, 0.02, 0.00]]}


Record 3
{"formula": "C18H25AuOPS", "method": "ωB97M-V/def2-TZVPD", "energy_ev": -44929.21595, "total_charge": 1, "elements": ["Au", "C", "C", "P", "C", "C", "C", "C", "H", "H", "H", "H", "H", "H", "H", "H", "H", "H", "H", "H", "H", "H", "H", "O", "S", "C", "C", "C", "C", "C", "C", "C", "C", "C", "C", "C", "C", "H", "H", "H", "H", "H", "H", "H", "H", "H", "H"], "positions_angstrom": [[-2.4381, -1.6311, 0.0162], [-3.1443, -2.4370, 3.6338], [-2.7169, -0.9840, 3.4601], [-1.6730, -0.7188, 1.9766], [-1.4390, 1.1042, 1.8264], [-0.9448, 1.8441, 3.0630], [-0.0430, -1.5238, 2.2744], [0.6845, -1.2647, 3.5903], [-3.7596, -2.5226, 4.5271], [-2.2914, -3.1035, 3.7400], [-3.7329, -2.7768, 2.7841], [-2.1611, -0.6374, 4.3375], [-3.6016, -0.3522, 3.3365], [-2.4133, 1.5000, 1.5205], [-0.7474, 1.2523, 0.9933], [-1.6183, 1.7068, 3.9037], [-0.8859, 2.9086, 2.8458], [0.0474, 1.5162, 3.3507], [0.5861, -1.2470, 1.4204], [-0.2461, -2.5968, 2.1883], [1.0392, -0.2429, 3.6696], [1.5554, -1.9153, 3.6405], [0.0457, -1.4852, 4.4413], [-0.4220, -1.4230, -1.3643], [0.2808, -0.1247, -1.1026], [1.9698, -0.3709, -1.6883], [2.2828, -1.4542, -2.4831], [3.5825, -1.5908, -2.9389], [4.5413, -0.6529, -2.5904], [4.2174, 0.4198, -1.7733], [2.9194, 0.5651, -1.3156], [-0.2273, 0.9629, -2.4560], [-0.6232, 0.4047, -3.6567], [-1.0548, 1.2364, -4.6742], [-1.0894, 2.6075, -4.4798], [-0.6933, 3.1550, -3.2707], [-0.2576, 2.3310, -2.2479], [1.5198, -2.1841, -2.7143], [3.8442, -2.4251, -3.5707], [5.5519, -0.7571, -2.9502], [4.9672, 1.1430, -1.4940], [2.6485, 1.3841, -0.6676], [-0.6043, -0.6664, -3.7827], [-1.3600, 0.8198, -5.6205], [-1.4228, 3.2570, -5.2727], [-0.7233, 4.2234, -3.1226], [0.0491, 2.7471, -1.3016]], "forces_ev_per_angstrom": [[0.34, 0.29, 0.25], [-0.01, 0.06, 0.03], [0.17, -0.01, -0.25], [-0.11, 0.19, 0.50], [-0.15, -0.25, -0.12], [-0.01, -0.10, -0.03], [-0.20, -0.06, -0.11], [-0.10, 0.06, -0.12], [0.00, -0.09, 0.03], [0.08, -0.06, 0.06], [-0.04, -0.01, -0.07], [-0.08, 0.06, -0.11], [0.13, 0.07, 0.03], [0.08, -0.08, -0.07], [-0.15, -0.01, 0.04], [-0.03, 0.04, 0.13], [-0.05, 0.05, 0.01], [0.09, 0.01, 0.10], [-0.11, -0.13, 0.08], [0.04, 0.10, -0.14], [0.01, 0.07, 0.06], [0.01, -0.05, 0.05], [0.02, 0.00, 0.15], [-0.31, -0.65, -0.13], [0.71, 0.56, -1.22], [-0.23, 0.10, 0.41], [-0.23, -0.18, 0.03], [0.03, 0.05, -0.03], [0.06, 0.04, 0.00], [-0.08, 0.03, -0.03], [-0.02, -0.09, 0.04], [-0.11, -0.03, 0.48], [-0.03, -0.16, 0.00], [0.04, 0.00, 0.00], [0.03, 0.11, 0.03], [0.05, 0.09, -0.04], [-0.02, -0.13, 0.06], [-0.03, -0.03, -0.07], [0.03, -0.09, -0.04], [0.13, -0.05, -0.05], [0.10, 0.05, 0.02], [0.00, 0.18, 0.08], [0.00, -0.14, -0.02], [-0.04, -0.08, -0.10], [-0.06, 0.06, -0.11], [-0.01, 0.09, 0.01], [0.04, 0.10, 0.18]]}


Record 4
{"formula": "C18H25F6GeN2OPPb", "method": "ωB97M-V/def2-TZVPD", "de_lowest_kcal_mol": 5.98, "s2": 0.76, "spin_multiplicity": 2, "total_charge": 1, "elements": ["Pb", "C", "H", "H", "Ge", "C", "C", "C", "C", "C", "C", "C", "C", "C", "C", "C", "C", "H", "H", "H", "H", "H", "H", "H", "H", "H", "H", "H", "F", "P", "F", "F", "F", "F", "F", "C", "N", "C", "C", "O", "N", "C", "C", "H", "H", "H", "H", "H", "H", "H", "H", "H", "H", "H", "H"], "positions_angstrom": [[-0.2969, 1.4268, -0.9060], [0.8715, -0.8786, -0.1697], [0.1784, -0.9611, 0.6881], [0.3836, -1.3352, -1.0760], [2.6575, -0.5067, 0.4656], [3.1817, 1.2780, -0.2448], [2.6716, 1.7462, -1.4859], [2.6660, 3.0713, -1.7433], [3.2794, 3.9804, -0.8972], [3.9747, 3.5558, 0.2463], [3.8449, 2.1945, 0.5685], [3.6216, -2.1053, 0.1296], [4.0256, -2.4703, -1.1445], [4.5952, -3.7125, -1.3574], [4.8046, -4.5814, -0.3048], [4.5133, -4.2320, 1.0149], [3.9240, -3.0092, 1.2133], [2.6031, -0.2972, 1.9524], [2.3027, 0.9976, -2.1553], [2.1378, 3.4766, -2.6229], [3.2036, 5.0667, -1.1464], [4.5748, 4.1900, 0.9025], [4.2069, 1.8470, 1.5109], [3.7556, -1.8398, -1.9886], [4.7564, -4.0222, -2.4036], [5.1709, -5.5622, -0.5650], [4.7437, -4.9581, 1.7554], [3.6768, -2.7225, 2.2236], [-0.5497, 3.4675, 2.9109], [-1.0982, 3.4615, 1.4251], [-0.6563, 1.7472, 1.2550], [-2.5154, 2.9005, 1.8401], [-1.6244, 3.3132, -0.1859], [0.3701, 3.6386, 0.8237], [-1.4178, 4.9688, 1.5171], [-5.0244, -2.0945, -0.0911], [-3.5764, -1.7151, 0.0164], [-2.6655, -2.6969, 0.5677], [-3.1701, -0.4942, -0.4199], [-2.0247, -0.2585, -0.7966], [-4.1673, 0.4402, -0.3437], [-5.0988, 0.6117, 0.7684], [-4.3142, 1.4342, -1.4224], [-5.0906, -3.1612, -0.2945], [-5.4227, -1.5148, -0.9692], [-5.4586, -1.8927, 0.8614], [-2.8158, -2.6898, 1.6046], [-1.5961, -2.5352, 0.2635], [-2.9849, -3.7211, 0.2577], [-4.6862, 0.0924, 1.6477], [-6.0521, 0.1863, 0.4668], [-5.1845, 1.6738, 0.9894], [-5.3370, 1.3744, -1.8235], [-3.6165, 1.3520, -2.2386], [-4.2507, 2.4755, -1.0898]], "forces_ev_per_angstrom": [[-0.07, -0.59, -0.57], [-1.83, -0.21, -0.07], [0.13, -0.06, -0.44], [1.01, 0.37, 0.80], [0.81, 0.97, -0.40], [-0.20, 0.01, -0.52], [0.52, -1.76, 1.81], [-0.60, 1.82, -1.24], [0.67, 1.54, 0.68], [-0.59, -0.81, -0.70], [-0.29, 0.11, -0.15], [1.24, -1.51, 0.99], [-0.75, 0.14, 0.06], [-0.20, -0.21, -0.95], [0.16, -0.19, -0.43], [0.10, 0.12, -1.78], [-0.54, 1.31, -0.31], [-0.26, 0.05, 0.55], [-0.39, -0.14, -0.66], [0.46, -0.31, 0.31], [0.23, -1.07, 0.26], [-0.47, 0.05, -0.36], [0.39, -0.10, 0.53], [0.29, -0.02, -0.01], [0.20, 0.05, 0.73], [0.19, -0.17, 0.26], [-0.05, -0.12, 0.87], [-0.15, 0.16, 0.16], [-0.05, -0.74, -0.37], [0.18, -0.53, 1.34], [-0.23, -0.44, 0.51], [-0.09, 0.42, 0.13], [-0.01, 0.35, 0.24], [0.41, 0.65, -0.40], [-0.52, 0.44, -0.85], [1.60, 0.49, -1.14], [-0.16, 0.12, -0.91], [0.42, -0.96, -1.69], [-3.02, -0.70, 1.83], [2.05, 0.54, -0.93], [0.88, 1.39, -1.45], [0.60, -0.70, -0.17], [-0.86, 0.57, 0.52], [0.10, 0.02, -0.08], [-0.04, -0.66, 1.24], [-0.96, 0.14, 0.34], [0.39, 0.02, 1.77], [-1.20, -0.01, 0.39], [0.40, 0.77, -0.13], [-0.36, 0.23, -0.27], [-0.36, 0.21, 0.42], [-0.02, -0.02, 0.00], [0.25, -0.28, -0.09], [0.32, -0.58, -0.14], [0.27, -0.16, 0.46]]}